Run A
Molecular formula: C6H11N
Method: DFT, the ωB97M-V functional and the def2-TZVPD basis

Each line ends with the natural charge from an NBO analysis.
Positions of all 18 atoms, in Å:
C1 -1.62424 0.54164 0.95375  -0.43
N1 -0.31927 0.81430 1.33913  -0.75
C2 0.95302 -0.34987 -0.45203  0.00
C3 1.28572 0.69028 -1.15883  0.16
C4 1.48576 2.14398 -1.18849  -0.72
C5 -0.05706 -2.70027 -0.32993  -0.65
C6 0.51752 -1.42445 0.22354  -0.13
H1 -2.28989 0.25414 1.80958  0.18
H2 -1.58921 -0.29823 0.15167  0.17
H3 -2.18722 1.48077 0.49926  0.14
H4 -0.26965 1.66901 1.80291  0.31
H5 -0.54788 -2.61094 -1.25136  0.22
H6 2.53028 2.52570 -1.12335  0.25
H7 0.94496 2.65725 -0.33372  0.26
H8 1.02211 2.55052 -2.10543  0.24
H9 -0.85131 -3.22067 0.40121  0.23
H10 0.74352 -3.40173 -0.52251  0.23
H11 0.25285 -1.32144 1.28459  0.28

Output
frontier orbital gap: 4.9 eV
LUMO energy: -1.644 eV

Run B
Molecular formula: C6H11N
Method: DFT, the ωB97M-V functional and the def2-TZVPD basis

Each line ends with the natural charge from an NBO analysis.
Positions of all 18 atoms, in Å:
C1 1.33299 -1.54492 0.03591  -0.65
C2 -1.25482 -0.11086 0.72807  -0.72
C3 0.71710 -0.20815 0.39149  0.24
C4 -0.55923 1.06976 -1.13067  0.18
N1 1.20065 0.25703 1.62121  -0.83
C5 0.66753 0.75080 -0.73147  -0.35
C6 -1.54059 1.37333 -1.95944  -0.54
H1 1.33504 -0.47716 2.31232  0.37
H2 0.65204 1.01118 2.02322  0.38
H3 1.56726 1.09680 -1.23381  0.22
H4 1.41512 -2.23297 0.88017  0.21
H5 0.78525 -2.02319 -0.77803  0.23
H6 2.35723 -1.36866 -0.32761  0.22
H7 -1.16149 -0.83177 1.54490  0.19
H8 -1.57751 0.82284 1.20250  0.20
H9 -1.98474 -0.51529 0.03095  0.21
H10 -1.49850 1.09212 -3.00700  0.23
H11 -2.45335 1.83911 -1.60268  0.22

Output
frontier orbital gap: 8.9 eV
LUMO energy: 0.894 eV

Run C
Molecular formula: C6H11N
Method: DFT, the ωB97M-V functional and the def2-TZVPD basis

Each line ends with the natural charge from an NBO analysis.
Positions of all 18 atoms, in Å:
C1 0.05633 -1.56954 0.72320  -0.60
C2 -1.23017 -0.40530 -1.11929  -0.61
C3 0.14683 1.01907 0.55255  0.20
C4 -0.02334 -0.33860 -0.18500  -0.05
N1 -0.67696 1.65759 1.33027  -0.80
C5 1.41899 1.14148 0.11550  -0.35
C6 1.31602 0.01429 -0.88182  -0.39
H1 -0.46940 2.57907 1.70727  0.39
H2 -1.65545 1.40135 1.43373  0.39
H3 2.19538 1.87939 0.29506  0.19
H4 -0.84420 -1.66270 1.33972  0.20
H5 0.91931 -1.52497 1.39762  0.22
H6 0.15323 -2.48325 0.12616  0.21
H7 -1.16944 -1.28396 -1.77050  0.21
H8 -1.29788 0.48057 -1.76047  0.21
H9 -2.16302 -0.47447 -0.54825  0.20
H10 2.09162 -0.75732 -0.82582  0.18
H11 1.23213 0.32730 -1.92994  0.19

Output
frontier orbital gap: 8.4 eV
LUMO energy: 0.939 eV
SMILES: CC1(C)CC=C1N

Run D
Molecular formula: C6H11N
Method: DFT, the ωB97M-V functional and the def2-TZVPD basis

Each line ends with the natural charge from an NBO analysis.
Positions of all 18 atoms, in Å:
C1 -1.72618 0.02769 0.97517  -0.62
C2 -0.25357 0.29384 0.59505  -0.20
C3 0.69383 -0.66341 1.32551  -0.62
C4 -0.04631 0.26160 -0.94017  -0.32
C5 1.26964 0.90602 -1.39828  -0.59
C6 -0.14112 -1.11663 -1.45133  0.29
N1 -0.18567 -2.20365 -1.84552  -0.34
H1 -2.38206 0.00526 0.09824  0.21
H2 -2.09843 0.79570 1.65984  0.22
H3 -1.84423 -0.93542 1.47962  0.22
H4 0.00569 1.32039 0.88984  0.20
H5 0.58991 -0.55072 2.41005  0.22
H6 1.74398 -0.48587 1.06762  0.21
H7 0.46096 -1.70556 1.07533  0.22
H8 -0.87433 0.81727 -1.39962  0.24
H9 1.34936 0.89329 -2.48931  0.22
H10 1.29607 1.94927 -1.06727  0.21
H11 2.14246 0.39092 -0.98474  0.22

Output
frontier orbital gap: 12.3 eV
LUMO energy: 0.925 eV
SMILES: CC(C)[C@@H](C)C#N

In terms of stability, run D leads; the second structure lies 1.175 eV higher.